This record from OMol25 describes a cluster of 2 separate species, C3H5N3S2 in total at a distorted geometry. The level of theory is wB97M-V/def2-TZVPD.

Element x y z (Å)
N (-0.20415, 2.33128, -0.62436)
N (0.28741, 1.02858, -0.53932)
C (1.30410, 0.65617, 0.04630)
S (2.54460, 1.01023, 1.23964)
S (2.32885, -0.71096, 0.02060)
H (0.19693, 2.95865, 0.00077)
H (-1.13022, 2.37788, -0.30423)
C (-2.02314, -0.67405, 0.16339)
C (-1.06480, -1.38789, 0.07544)
N (-0.12416, -2.37861, -0.18003)
H (-2.73351, 0.10838, 0.37327)
H (0.75752, -2.11922, -0.73718)
H (-0.13943, -3.20042, 0.46571)

Summary:
LUMO level (eV): -0.756
Maximum force (eV/Å): 3.02
Gap between HOMO and LUMO (eV): 7.63
SMILES: NN=C1SS1.C#CN
DFT total energy (Ha): -1077.765432

The net atomic charges from natural (NBO), expressed in e, are:
1. N -0.6069
2. N -0.2517
3. C -0.0762
4. S 0.1056
5. S 0.1417
6. H 0.3281
7. H 0.3563
8. C -0.3438
9. C 0.1698
10. N -0.8634
11. H 0.2302
12. H 0.3975
13. H 0.4127